(1)
Computed, not measured: a 2-piece molecular cluster, C18H26ClN3OS overall in a non-equilibrium geometry, with the ωB97M-V functional and the def2-TZVPD basis.

Structure (XYZ):
```
50
Properties=species:S:1:pos:R:3:mulliken_charge:R:1
C -7.91 -2.01 -0.62 -2.00
C -7.88 -0.99 0.42 -0.38
C -7.02 0.35 0.13 -0.41
C -5.63 -0.06 0.14 -0.18
C -4.83 1.07 -0.15 -1.42
C -3.43 0.87 0.04 0.35
O -2.99 -0.29 0.21 -0.67
N -2.63 2.11 -0.22 -0.12
C -1.27 2.24 -0.22 0.11
N -0.50 1.02 -0.07 -0.05
C 0.77 1.00 -0.03 0.99
C 1.10 -0.45 -0.08 -1.20
C 2.55 -1.08 -0.05 -1.16
C 3.58 0.14 0.06 0.00
C 3.14 1.37 -0.22 0.50
C 1.76 1.73 0.01 -0.92
H 1.61 2.65 -0.15 0.65
Cl 4.29 2.60 -0.20 -0.22
N 5.00 -0.19 -0.04 0.16
C 5.26 -1.57 -0.30 -0.76
C 6.65 -1.55 -1.10 -1.05
C 7.56 -0.91 0.18 -0.78
C 7.18 0.46 0.58 -0.36
C 5.70 0.25 1.24 -0.68
H 5.39 1.33 1.19 0.10
H 5.86 -0.48 1.90 0.65
H 7.85 0.54 1.31 0.43
H 7.22 1.23 -0.32 0.22
H 8.59 -0.94 -0.31 0.37
H 7.79 -1.74 0.93 0.28
H 7.01 -2.42 -1.40 0.58
H 6.64 -0.90 -2.00 0.31
H 4.62 -1.92 -1.17 0.52
H 5.26 -2.47 0.39 0.20
H 2.75 -2.01 0.15 0.66
H 0.48 -1.10 0.10 0.60
H -1.11 0.24 -0.18 0.21
S -0.65 3.78 0.04 -0.45
H -3.10 3.03 -0.12 0.35
H -5.19 2.07 0.92 0.27
H -5.04 1.67 -0.77 1.05
H -5.54 -0.44 1.34 0.22
H -5.52 -0.76 -0.62 0.26
H -7.45 0.86 0.95 0.31
H -7.57 0.75 -0.88 0.23
H -7.56 -1.51 1.35 0.30
H -8.99 -0.78 0.59 0.33
H -8.10 -1.70 -1.61 0.47
H -8.61 -2.74 -0.61 0.47
H -7.09 -2.35 -0.74 0.68
```

## Properties
total energy = -1798.861085 Ha
relative energy (zero: lowest compared OMol25 entry of this formula, charge and spin) = 1572.4 kJ/mol
HOMO energy = -7.699 eV
gap between HOMO and LUMO = 7.3550 eV



(2)
Computed, not measured: C30H29BrMnN3O3P as an isolated structure, with the ωB97M-V functional and the def2-TZVPD basis.

Structure (XYZ):
```
68
Properties=species:S:1:pos:R:3:mulliken_spin:R:1
Mn 0.12 -1.15 -0.71 4.03
C -4.43 -6.13 0.03 0.00
O -4.25 -5.49 1.29 0.00
C -3.32 -4.53 1.40 0.00
C -3.20 -3.99 2.70 0.01
C -2.29 -3.00 2.92 0.00
C -1.46 -2.49 1.88 0.02
C -0.51 -1.47 2.14 0.01
C -0.18 -0.97 3.51 0.00
O 0.17 -0.90 1.22 -0.03
C -1.59 -3.06 0.58 0.01
O -0.87 -2.73 -0.45 0.00
C -2.53 -4.09 0.36 0.01
H -5.21 -6.88 0.19 0.00
H -3.51 -6.61 -0.30 0.00
H -4.77 -5.40 -0.72 0.00
H -3.83 -4.37 3.49 0.00
H -2.20 -2.60 3.92 0.00
H -0.96 -1.14 4.25 0.00
H 0.04 0.10 3.45 0.00
H 0.72 -1.48 3.85 0.00
H -2.60 -4.49 -0.64 0.00
N 2.45 -1.68 -0.50 0.07
C 3.44 -0.62 -0.55 -0.01
C 4.79 -0.91 -0.43 0.00
C 5.73 0.10 -0.50 0.00
C 5.33 1.42 -0.69 0.00
C 3.98 1.71 -0.80 0.00
C 3.03 0.70 -0.72 -0.01
P 1.26 1.06 -0.80 -0.09
C 0.87 1.93 0.74 -0.02
C -0.35 2.59 0.87 0.00
C -0.69 3.20 2.07 0.00
C 0.18 3.15 3.15 -0.01
C 1.40 2.49 3.03 0.00
C 1.74 1.87 1.83 -0.01
C 1.05 2.31 -2.11 -0.02
C 0.99 1.92 -3.45 0.00
C 0.89 2.87 -4.45 0.00
C 0.87 4.22 -4.13 0.00
C 0.96 4.62 -2.81 0.00
C 1.05 3.67 -1.80 0.00
H 2.63 -2.28 0.30 0.00
H 2.53 -2.25 -1.33 0.00
H 5.10 -1.94 -0.30 0.00
H 6.78 -0.14 -0.41 0.00
H 6.06 2.21 -0.74 0.00
H 3.67 2.74 -0.95 0.00
H -1.04 2.64 0.04 0.00
H -1.64 3.71 2.16 0.00
H -0.08 3.63 4.08 0.00
H 2.08 2.45 3.86 0.00
H 2.68 1.36 1.75 0.00
H 1.03 0.87 -3.71 0.01
H 0.84 2.56 -5.48 0.00
H 0.79 4.96 -4.92 0.00
H 0.95 5.67 -2.55 0.00
H 1.12 4.00 -0.78 0.00
Br 0.36 -1.57 -3.03 -0.01
N -2.12 0.67 -2.03 0.00
C -3.29 1.33 -1.93 0.00
C -3.72 1.17 -0.63 0.01
C -2.74 0.39 -0.02 0.00
N -1.77 0.09 -0.88 0.04
H -1.54 0.54 -2.85 0.00
H -3.71 1.84 -2.77 0.00
H -4.62 1.56 -0.19 0.00
H -2.68 0.03 1.00 0.00
```

## Properties
total energy = -5616.873295 Ha
multiplicity = 5
HOMO energy (spin up / spin down) = -11.036 / -11.163 eV
gap between HOMO and LUMO (spin up / spin down) = 7.0217 / 8.1776 eV
<S²> = 6.096
net charge = +1



(3)
Computed, not measured: C38H39BF4FeN6O5 as an isolated structure in a non-equilibrium geometry, with the ωB97M-V functional and the def2-TZVPD basis.

Structure (XYZ):
```
94
Properties=species:S:1:pos:R:3:mulliken_spin:R:1
Fe 0.59 0.01 0.73 1.94
C -1.99 2.08 4.05 0.00
O -2.82 3.02 3.32 0.00
C -4.03 2.55 2.95 0.00
C -5.04 2.40 3.90 0.00
C -6.32 2.01 3.54 0.00
C -6.59 1.76 2.20 0.00
C -5.59 1.89 1.25 0.00
C -4.28 2.27 1.60 0.01
N -3.34 2.37 0.56 0.00
C -1.97 1.94 0.55 0.04
N -1.14 2.87 0.99 0.04
C 0.25 3.06 0.72 -0.04
C 1.10 2.02 0.37 -0.01
C 2.35 2.44 -0.11 0.00
C 2.77 3.77 -0.10 0.00
C 1.93 4.76 0.39 0.00
C 0.66 4.40 0.78 -0.01
O -0.26 5.33 1.26 0.00
C -0.50 6.42 0.39 0.00
N -1.58 0.79 0.05 0.01
C -2.50 -0.17 -0.40 0.33
C -3.32 -1.89 1.12 0.01
C -4.52 -2.48 0.42 0.34
C -5.06 -1.96 -0.71 -0.14
C -4.64 -0.83 -1.48 0.45
C -3.55 0.03 -1.28 -0.09
O -3.51 1.21 -2.00 -0.01
C -4.02 1.19 -3.32 0.00
H -0.97 2.45 4.01 0.00
H -2.02 1.09 3.60 0.00
H -2.31 2.00 5.09 0.00
H -4.79 2.61 4.93 0.00
H -7.10 1.90 4.29 0.00
H -7.58 1.45 1.89 0.00
H -5.79 1.67 0.21 0.00
H -3.76 2.15 -0.33 0.00
H -1.59 3.66 1.41 0.00
H 3.04 1.71 -0.50 0.00
H 3.76 4.03 -0.46 0.00
H 2.25 5.80 0.46 0.00
H -1.25 7.05 0.87 0.00
H -0.89 6.08 -0.58 0.00
H 0.39 7.01 0.21 0.00
H -2.83 -2.62 1.76 -0.01
H -4.96 -3.38 0.84 0.00
H -5.93 -2.47 -1.10 0.00
H -5.30 -0.58 -2.30 0.00
H -3.58 2.03 -3.84 0.00
H -5.11 1.29 -3.34 0.00
H -3.75 0.26 -3.84 0.00
C -2.17 -3.15 -1.75 -0.04
C -1.59 -2.46 -0.55 0.30
N -2.31 -1.43 0.17 0.02
O -3.75 -0.85 2.00 0.02
C -0.36 -2.76 -0.06 -0.03
C 0.40 -4.00 -0.45 0.03
N 0.23 -1.87 0.81 0.25
O 1.28 -2.24 1.43 0.49
H -2.64 -2.42 -2.42 0.01
H -2.94 -3.89 -1.49 0.00
H -1.38 -3.66 -2.31 0.01
H -4.18 -0.16 1.47 -0.01
H -0.23 -4.89 -0.38 0.00
H 1.25 -4.09 0.22 0.00
H 0.78 -3.91 -1.47 0.00
F 0.18 0.93 5.11 0.00
B -0.03 -0.24 4.31 0.02
F 0.13 0.16 2.93 0.03
F -1.35 -0.72 4.48 0.00
F 0.93 -1.23 4.62 0.00
C 5.49 1.09 3.17 0.00
C 5.82 1.16 1.82 0.00
C 4.98 0.63 0.84 0.00
C 3.75 0.01 1.19 0.02
C 3.44 -0.05 2.56 -0.02
C 4.28 0.48 3.52 0.00
N 2.81 -0.43 0.27 -0.03
C 3.11 -0.90 -0.95 0.00
C 4.38 -1.42 -1.37 0.00
C 4.59 -1.87 -2.66 0.00
C 3.58 -1.87 -3.62 0.00
C 2.31 -1.44 -3.22 0.00
C 2.08 -0.98 -1.94 0.01
H 6.15 1.51 3.92 0.00
H 6.73 1.65 1.51 0.00
H 5.24 0.73 -0.20 0.00
H 2.51 -0.53 2.85 0.01
H 3.98 0.43 4.57 0.00
H 5.17 -1.47 -0.64 0.00
H 5.58 -2.24 -2.93 0.00
H 3.77 -2.19 -4.63 0.00
H 1.49 -1.46 -3.93 0.00
H 1.08 -0.66 -1.64 0.02
```

## Properties
total energy = -3864.272112 Ha
multiplicity = 5
relative energy (zero: lowest compared OMol25 entry of this formula, charge and spin) = 309.4 kJ/mol
HOMO energy (spin up / spin down) = -0.866 / -1.072 eV
gap between HOMO and LUMO (spin up / spin down) = 4.7483 / 4.5589 eV
<S²> = 6.092
net charge = -2



(4)
Computed, not measured: an isolated molecule of C10H12O4 in a non-equilibrium geometry, with the ωB97M-V functional and the def2-TZVPD basis.

Structure (XYZ):
```
26
Properties=species:S:1:pos:R:3:mulliken_charge:R:1
C -3.18 -0.74 -0.11 -0.44
C -2.93 0.28 -0.98 -0.52
C -2.30 -0.99 1.00 -0.48
C -1.70 0.90 -0.89 -0.67
C -1.19 -0.18 1.18 -0.04
C -0.88 0.81 0.25 0.96
C 1.86 0.23 1.34 -0.98
C 2.17 -0.70 0.16 0.18
C 1.27 -0.61 -1.01 -0.46
C 0.36 1.57 0.22 0.33
O 1.48 1.51 0.98 -0.50
O 3.56 -0.24 -0.10 -0.56
O 0.27 -1.56 -0.89 -0.44
O 0.44 2.56 -0.70 -0.54
H -4.06 -1.39 -0.08 0.37
H -3.51 0.43 -1.92 0.33
H -2.57 -1.84 1.66 0.36
H -1.60 1.79 -1.59 0.24
H -0.31 -0.46 1.86 -0.03
H 1.23 -0.14 2.12 0.54
H 2.81 0.50 1.83 0.44
H 2.09 -1.66 0.52 0.42
H 1.49 -0.05 -1.91 0.41
H 4.07 -1.11 -0.33 0.36
H -0.25 -1.64 -1.72 0.35
H 1.38 2.76 -0.90 0.37
```

## Properties
total energy = -689.037474 Ha
relative energy (zero: lowest compared OMol25 entry of this formula, charge and spin) = 478.3 kJ/mol
HOMO energy (spin up / spin down) = -6.109 / -7.083 eV
gap between HOMO and LUMO (spin up / spin down) = 6.7447 / 7.5380 eV



(5)
Computed, not measured: a 2-piece molecular cluster, C4H11NO2 overall in a non-equilibrium geometry, with the ωB97M-V functional and the def2-TZVPD basis.

Structure (XYZ):
```
18
Properties=species:S:1:pos:R:3:mulliken_spin:R:1
O 0.02 1.59 -2.22 0.17
C 1.01 1.49 -1.43 0.71
C 0.81 1.16 0.02 -0.28
C 0.13 -0.19 0.23 0.28
C 0.42 -0.92 1.56 -0.07
N 0.03 -2.35 1.49 -0.01
H 2.02 1.85 -1.70 0.03
H 1.73 1.28 0.59 -0.03
H 0.15 1.96 0.44 0.04
H 0.25 -0.81 -0.67 0.08
H -0.95 -0.04 0.31 0.13
H 1.48 -0.85 1.83 -0.01
H -0.17 -0.43 2.34 0.00
H -0.42 -2.47 0.60 0.00
H 0.78 -3.02 1.59 0.00
H -1.75 1.01 -1.61 0.00
H -2.98 0.22 -2.08 0.01
O -2.55 0.52 -1.28 -0.03
```

## Properties
total energy = -364.197840 Ha
multiplicity = 2
relative energy (zero: lowest compared OMol25 entry of this formula, charge and spin) = 107.1 kJ/mol
HOMO energy (spin up / spin down) = 0.053 / -3.695 eV
gap between HOMO and LUMO (spin up / spin down) = 4.1113 / 7.7647 eV
<S²> = 0.753
net charge = -1



(6)
Computed, not measured: an isolated ion of composition CH5N4O and charge +1 in a non-equilibrium geometry, with the ωB97M-V functional and the def2-TZVPD basis.

Structure (XYZ):
```
11
Properties=species:S:1:pos:R:3:mulliken_charge:R:1
N -0.79 1.33 0.14 -0.32
C -0.16 0.21 0.00 0.55
N -0.45 -0.97 0.09 -0.19
N 1.46 0.52 -0.52 -0.04
N 2.19 -0.59 -0.09 -0.22
O 2.20 0.56 0.70 -0.17
H -0.45 2.10 -0.44 0.29
H -1.67 1.35 0.65 0.25
H 0.08 -1.79 0.13 0.28
H -1.48 -0.99 0.41 0.29
H 3.04 -0.70 -0.64 0.30
```

## Properties
total energy = -334.920096 Ha
structure (SMILES) = NC(=[NH2+])n1[nH]o1
relative energy (zero: lowest compared OMol25 entry of this formula, charge and spin) = 353.0 kJ/mol
HOMO energy = -15.209 eV
gap between HOMO and LUMO = 11.4871 eV
net charge = +1



(7)
Computed, not measured: a 2-piece molecular cluster, C5H14NOS overall in a non-equilibrium geometry, with the ωB97M-V functional and the def2-TZVPD basis.

Structure (XYZ):
```
22
Properties=species:S:1:pos:R:3:mulliken_charge:R:1
C 1.05 -0.95 -0.24 -0.38
C 0.87 -0.92 -1.75 -0.79
S 0.33 -2.55 -2.43 -0.65
C 1.17 0.48 0.30 -0.86
N -0.06 1.25 0.27 0.02
C -1.14 0.45 0.84 -1.03
C 0.16 2.47 1.01 -1.07
H 1.92 -1.53 0.06 0.33
H 0.19 -1.44 0.15 0.19
H 0.16 -0.13 -2.02 0.24
H 1.79 -0.74 -2.29 0.26
H 1.93 0.99 -0.27 0.48
H 1.67 0.45 1.29 0.38
H -1.30 -0.27 0.06 0.09
H -2.03 1.08 0.86 0.44
H -0.95 0.08 1.86 0.37
H 1.05 2.96 0.65 0.33
H -0.68 3.15 0.81 0.31
H 0.17 2.29 2.10 0.37
H -1.75 -2.67 -1.07 0.25
H -2.21 -1.79 0.09 0.37
O -2.35 -2.66 -0.30 -0.65
```

## Properties
total energy = -727.096971 Ha
relative energy (zero: lowest compared OMol25 entry of this formula, charge and spin) = 90.5 kJ/mol
HOMO energy = -2.606 eV
gap between HOMO and LUMO = 5.9536 eV
net charge = -1